A 2-piece molecular cluster, C5H10N2O overall at a distorted geometry, computed with ωB97M-V/def2-TZVPD.

Summary:
Maximum force ... 1.588 eV Å⁻¹
Energy above the lowest of the compared OMol25 structures with the same formula, charge and spin ... 50.7 kJ/mol

ORCA input file:
```
! wB97M-V def2-TZVPD RIJCOSX def2/J DEFGRID3
* xyz 0 1
C 2.061 -1.441 -0.056
C 0.883 -1.371 -1.005
C 0.067 -0.109 -0.812
C -1.195 0.085 -0.346
N -1.368 1.417 0.011
C -0.250 2.009 -0.253
N 0.666 1.128 -0.761
H 1.817 -1.157 0.964
H 2.816 -0.667 -0.291
H 2.600 -2.380 -0.191
H 1.139 -1.451 -2.069
H 0.166 -2.173 -0.826
H -2.055 -0.542 -0.180
H 0.063 3.034 -0.125
H 1.638 1.254 -0.984
O -1.323 -0.844 2.501
H -1.051 -1.303 1.697
H -1.384 0.076 2.223
*
```

An isolated ion of composition C3H8NO2S and charge -1 at a distorted geometry, computed with ωB97M-V/def2-TZVPD.

Summary:
Maximum force ... 6.498 eV Å⁻¹
Energy above the lowest of the compared OMol25 structures with the same formula, charge and spin ... 489.9 kJ/mol

ORCA input file:
```
! wB97M-V def2-TZVPD RIJCOSX def2/J DEFGRID3
* xyz -1 1
C 0.657 -0.646 -1.892
S 1.271 0.149 -0.573
O 1.597 1.594 -0.877
O 2.367 -0.581 0.077
N 0.192 0.354 0.752
C -0.213 -0.833 1.369
C -1.139 1.131 0.099
H -0.181 0.000 -2.069
H 0.147 -1.724 -1.671
H 0.768 -1.394 1.305
H -0.522 -0.769 2.449
H -1.010 -1.268 0.863
H -0.471 1.798 -0.513
H -1.856 0.522 -0.331
H -1.607 1.666 1.010
*
```

C21H30CrN6S5Se as an isolated structure, computed with ωB97M-V/def2-TZVPD.

Summary:
Maximum force ... 0.504 eV Å⁻¹
Energy above the lowest of the compared OMol25 structures with the same formula, charge and spin ... 13.1 kJ/mol

ORCA input file:
```
! wB97M-V def2-TZVPD RIJCOSX def2/J DEFGRID3
* xyz 1 4
Cr -0.039 -0.698 -0.201
C -1.636 -2.002 1.921
C -0.386 -2.851 1.808
N 0.182 -2.736 0.440
C -0.475 -3.617 -0.559
C -1.599 -2.905 -1.276
C -2.574 -3.525 -2.031
C -3.455 -2.725 -2.750
C -3.336 -1.343 -2.719
C -2.341 -0.784 -1.936
C -2.009 0.685 -1.868
N -1.130 0.992 -0.717
C -1.875 1.453 0.483
C -2.419 0.273 1.257
N -1.275 -0.623 1.542
N -1.532 -1.572 -1.221
H -2.052 -2.054 2.929
H -2.406 -2.347 1.230
H -0.596 -3.893 2.060
H 0.381 -2.483 2.492
H 1.167 -2.978 0.497
H -0.820 -4.547 -0.101
H 0.273 -3.875 -1.313
H -2.636 -4.604 -2.073
H -4.229 -3.184 -3.350
H -3.996 -0.711 -3.296
H -2.921 1.286 -1.835
H -1.476 0.949 -2.785
H -0.477 1.780 -0.928
H -2.669 2.147 0.203
H -1.160 2.013 1.090
H -3.146 -0.296 0.673
H -2.911 0.600 2.174
H -0.737 -0.216 2.306
N 2.429 -0.913 1.326
N 1.567 0.141 0.833
H 3.180 -0.488 1.864
H 2.883 -1.295 0.495
H 2.049 0.845 0.251
H 1.265 0.709 1.625
C 4.736 -2.104 -2.920
S 4.578 -1.071 -1.440
C 3.663 0.281 -2.099
C 2.339 0.299 -2.353
S 1.200 -1.028 -2.161
S 1.729 1.749 -3.111
C 3.231 2.635 -3.191
S 3.363 4.127 -3.807
S 4.557 1.718 -2.531
H 5.172 -3.047 -2.596
H 5.397 -1.629 -3.641
H 3.756 -2.284 -3.355
Se 1.166 3.140 -0.050
C 0.463 3.549 1.682
C 0.955 2.933 2.837
C 0.404 3.197 4.086
C -0.653 4.087 4.209
C -1.143 4.716 3.072
C -0.593 4.453 1.824
H 1.811 2.268 2.762
H 0.816 2.718 4.967
H -1.076 4.304 5.181
H -1.957 5.425 3.156
H -0.977 4.954 0.945
*
```

C17H11AuClN3O as an isolated structure at a distorted geometry, computed with ωB97M-V/def2-TZVPD.

Summary:
Maximum force ... 2.294 eV Å⁻¹
Energy above the lowest of the compared OMol25 structures with the same formula, charge and spin ... 195.9 kJ/mol

ORCA input file:
```
! wB97M-V def2-TZVPD RIJCOSX def2/J DEFGRID3
* xyz 2 1
Au -1.261 1.353 -1.254
Cl 5.767 -2.186 -1.776
C 4.304 -1.334 -2.009
C 4.087 -0.628 -3.198
C 2.896 0.047 -3.381
C 1.917 0.025 -2.394
O 0.682 0.575 -2.647
C 2.117 -0.653 -1.169
C 1.168 -0.728 -0.073
N 0.129 -0.017 0.165
C -0.615 -0.070 1.329
C -0.019 -0.299 2.564
C -0.782 -0.387 3.728
C -2.150 -0.282 3.676
C -2.807 -0.048 2.447
C -4.210 0.035 2.329
C -4.780 0.314 1.110
C -3.939 0.591 0.028
N -2.627 0.540 0.124
C -2.024 0.150 1.273
C 3.324 -1.348 -1.016
H 4.831 -0.632 -3.979
H 2.692 0.558 -4.309
H 1.418 -1.527 0.631
H 1.053 -0.405 2.617
H -0.284 -0.553 4.671
H -2.749 -0.340 4.573
H -4.824 -0.141 3.201
H -5.850 0.350 0.981
H -4.356 0.866 -0.931
H 3.518 -1.895 -0.106
N 1.035 2.913 -2.282
C 0.424 1.866 -2.311
H 1.915 3.289 -2.610
*
```

A 9-piece molecular cluster, C43H62O27 overall, computed with ωB97M-V/def2-TZVPD.

Summary:
E_tot ... -3707.24326 a.u.
Maximum force ... 0.851 eV Å⁻¹

ORCA input file:
```
! wB97M-V def2-TZVPD RIJCOSX def2/J DEFGRID3
* xyz 0 1
C 6.671 -1.581 -1.589
C 6.050 -0.477 -1.976
C 5.985 0.774 -1.121
C 5.052 0.633 0.037
C 3.715 0.653 0.070
C 2.747 0.842 -1.039
C 2.512 2.349 -1.325
C 1.029 2.706 -1.457
C 0.421 3.194 -0.146
C -1.064 3.556 -0.276
C -2.002 2.422 0.156
C -3.325 2.356 -0.620
C -3.867 0.927 -0.814
C -5.070 0.568 0.061
C -5.225 -0.943 0.297
C -6.387 -1.589 -0.448
C -6.402 -3.112 -0.282
C 3.306 0.471 1.488
O 2.276 0.131 1.965
O 4.447 0.700 2.282
C 5.518 0.430 1.431
O 6.559 0.026 1.846
H 6.689 -2.458 -2.220
H 7.171 -1.632 -0.628
H 5.566 -0.433 -2.945
H 5.660 1.631 -1.713
H 6.981 0.993 -0.734
H 3.131 0.348 -1.933
H 1.808 0.351 -0.777
H 2.958 2.965 -0.541
H 3.000 2.568 -2.271
H 0.894 3.474 -2.223
H 0.465 1.835 -1.808
H 0.996 4.051 0.211
H 0.529 2.399 0.603
H -1.268 3.817 -1.320
H -1.276 4.458 0.297
H -2.216 2.545 1.221
H -1.479 1.467 0.042
H -3.190 2.827 -1.595
H -4.089 2.957 -0.123
H -3.065 0.210 -0.611
H -4.158 0.794 -1.859
H -5.980 0.946 -0.414
H -4.987 1.082 1.022
H -5.335 -1.154 1.365
H -4.309 -1.456 -0.017
H -7.331 -1.191 -0.073
H -6.309 -1.346 -1.511
H -7.038 -3.423 0.542
H -6.746 -3.610 -1.190
H -5.388 -3.472 -0.080
O 1.709 6.803 2.522
C 2.426 5.879 2.719
O 2.990 5.571 3.909
C 3.589 4.275 3.813
C 3.826 4.145 2.319
O 2.796 4.975 1.778
H 4.495 4.243 4.411
H 2.879 3.533 4.183
H 4.795 4.545 2.013
H 3.714 3.132 1.948
O 3.078 2.175 -5.083
C 4.107 2.765 -5.034
O 4.626 3.295 -3.897
C 5.972 3.708 -4.159
C 5.950 3.913 -5.665
O 4.929 2.997 -6.077
H 6.192 4.609 -3.593
H 6.651 2.908 -3.860
H 5.645 4.923 -5.942
H 6.882 3.662 -6.161
O 8.234 -1.541 7.732
C 7.495 -1.570 6.802
O 6.677 -2.607 6.503
C 5.798 -2.207 5.443
C 6.585 -1.088 4.784
O 7.366 -0.590 5.883
H 5.608 -3.056 4.792
H 4.860 -1.859 5.877
H 7.260 -1.450 4.009
H 5.971 -0.292 4.378
O 10.268 -5.235 2.050
C 10.219 -4.595 3.048
O 9.137 -4.510 3.858
C 9.517 -3.832 5.061
C 10.727 -3.036 4.608
O 11.231 -3.841 3.535
H 8.694 -3.221 5.408
H 9.767 -4.571 5.824
H 10.455 -2.057 4.209
H 11.490 -2.918 5.371
O -9.330 -2.851 1.208
C -9.864 -3.908 1.291
O -10.964 -4.166 2.037
C -11.447 -5.471 1.697
C -10.198 -6.142 1.152
O -9.457 -5.027 0.651
H -11.856 -5.949 2.583
H -12.225 -5.369 0.940
H -9.612 -6.627 1.935
H -10.383 -6.843 0.343
O -9.722 -7.114 -3.455
C -8.577 -6.798 -3.398
O -7.862 -6.722 -2.252
C -6.481 -6.549 -2.586
C -6.566 -5.939 -3.974
O -7.809 -6.469 -4.458
H -5.998 -5.894 -1.867
H -5.998 -7.528 -2.581
H -6.631 -4.851 -3.941
H -5.760 -6.233 -4.640
O -5.349 -2.658 -4.420
C -4.245 -2.220 -4.389
O -3.503 -2.057 -3.270
C -2.174 -1.687 -3.647
C -2.386 -1.103 -5.032
O -3.556 -1.800 -5.474
H -1.778 -0.979 -2.924
H -1.553 -2.585 -3.663
H -2.608 -0.035 -5.002
H -1.568 -1.288 -5.722
O -4.792 5.292 -1.524
C -4.613 5.971 -0.569
O -3.636 5.772 0.350
C -3.577 6.915 1.210
C -4.978 7.485 1.074
O -5.351 7.057 -0.239
H -3.324 6.598 2.218
H -2.810 7.595 0.836
H -5.673 7.050 1.795
H -5.023 8.569 1.129
*
```

A 2-piece molecular cluster, C5H11O4 overall at a distorted geometry, computed with ωB97M-V/def2-TZVPD.

Summary:
Maximum force ... 1.796 eV Å⁻¹
Energy above the lowest of the compared OMol25 structures with the same formula, charge and spin ... 137.9 kJ/mol

ORCA input file:
```
! wB97M-V def2-TZVPD RIJCOSX def2/J DEFGRID3
* xyz -1 1
C 0.381 0.853 -1.797
O -0.399 -0.341 -1.785
C 1.447 0.786 -0.702
C 1.027 1.401 0.643
C -0.420 1.391 1.072
C -1.325 0.353 1.110
O -0.824 -0.911 0.694
O -2.505 0.365 1.551
H -0.285 1.699 -1.571
H 0.782 0.879 -2.779
H 1.796 -0.246 -0.708
H 2.344 1.327 -1.033
H 1.649 0.919 1.396
H 1.314 2.438 0.655
H -0.817 2.304 1.473
H -0.615 -0.545 -0.856
H -1.548 -1.469 0.379
H 2.427 -2.220 -0.571
H 1.078 -2.719 -0.677
O 1.903 -2.955 -0.233
*
```

C10H25AlBCl7F7LiMgO5P2 as an isolated structure at a distorted geometry, computed with ωB97M-V/def2-TZVPD.

Summary:
E_tot ... -5849.36584 a.u.
Maximum force ... 2.790 eV Å⁻¹

ORCA input file:
```
! wB97M-V def2-TZVPD RIJCOSX def2/J DEFGRID3
* xyz 2 1
O -1.303 -0.561 2.008
P -0.915 0.647 1.160
O 0.079 0.137 -0.174
O -2.349 1.214 0.424
C 0.007 1.969 2.027
B 1.017 1.246 3.108
Cl 1.789 -0.295 2.367
H 0.282 -0.827 -0.059
H -2.745 0.396 0.074
H 0.675 2.544 1.330
H -0.646 2.693 2.555
H 0.429 0.893 4.098
H 1.940 1.984 3.348
Al 1.466 0.041 -1.616
F -3.222 -0.141 2.740
C -2.431 -2.906 -3.855
C -1.044 -2.409 -4.174
O -0.290 -2.033 -3.302
C -0.623 -2.394 -5.618
H -2.596 -2.861 -2.778
H -3.175 -2.279 -4.351
H -2.541 -3.942 -4.182
H -1.287 -1.743 -6.188
H -0.641 -3.407 -6.034
H 0.394 -2.006 -5.690
Cl 1.655 0.397 -4.745
Cl -2.562 2.188 3.974
C -2.930 3.809 4.621
C -2.535 3.932 6.073
Cl -3.565 2.946 7.138
H -3.992 4.003 4.471
H -2.365 4.526 4.022
H -2.641 4.968 6.398
H -1.500 3.625 6.218
C 1.967 4.495 5.456
Cl 0.755 3.363 6.079
Cl 2.306 4.166 3.747
Cl 1.438 6.156 5.662
H 2.886 4.355 6.017
F 5.811 5.690 5.797
P 5.591 7.309 5.878
F 6.264 7.177 7.357
F 7.130 7.393 5.343
F 4.070 6.831 5.511
F 5.438 8.283 4.578
F 4.854 8.506 6.703
Li -2.532 2.424 -1.549
C -1.082 -7.950 -7.121
C -0.883 -6.903 -6.032
C -0.065 -5.726 -6.533
O -0.205 -7.513 -4.888
H -0.122 -8.351 -7.457
H -1.672 -8.809 -6.745
H -1.604 -7.531 -7.981
H -1.858 -6.550 -5.678
H 0.929 -6.055 -6.848
H 0.080 -4.996 -5.742
H -0.554 -5.239 -7.377
H 0.669 -7.826 -5.183
Mg -1.448 -9.053 -4.382
*
```

A 13-piece molecular cluster, C7H41NO12 overall at a distorted geometry, computed with ωB97M-V/def2-TZVPD.

Summary:
Maximum force ... 2.200 eV Å⁻¹
Energy above the lowest of the compared OMol25 structures with the same formula, charge and spin ... 525.0 kJ/mol

ORCA input file:
```
! wB97M-V def2-TZVPD RIJCOSX def2/J DEFGRID3
* xyz 0 1
C 0.218 1.133 -3.083
C -0.344 0.050 -4.069
C -0.643 -1.349 -3.456
C -1.834 -1.182 -2.426
C 0.691 0.643 -1.685
N 0.592 1.734 -0.698
C -0.713 2.343 -0.435
C 1.623 2.773 -0.968
H 1.101 1.474 -3.620
H -0.612 1.853 -2.992
H 0.433 0.000 -4.834
H -1.284 0.341 -4.537
H 0.224 -1.812 -2.986
H -1.058 -1.861 -4.313
H -2.075 -0.137 -2.281
H -2.652 -1.609 -2.996
H -1.604 -1.410 -1.387
H 1.760 0.442 -1.625
H 0.275 -0.310 -1.346
H -0.677 3.414 -0.586
H -0.830 2.404 0.658
H -1.524 1.724 -0.805
H 1.334 3.225 -1.926
H 2.570 2.220 -1.021
H 1.787 3.497 -0.187
H 0.133 -2.623 3.856
H -0.153 -1.258 3.494
O -0.647 -2.056 3.769
H 2.836 0.493 0.301
H 4.050 -0.339 0.076
O 3.451 -0.069 0.766
H 0.457 -3.604 1.445
H 1.883 -3.634 2.007
O 1.123 -4.214 1.852
H -1.645 -3.225 1.169
H -1.038 -2.162 2.070
O -0.977 -2.537 1.139
H 3.606 2.792 1.895
H 3.810 1.369 1.881
O 4.184 2.162 2.353
H 2.046 -3.363 -0.555
H 1.008 -2.608 -1.397
O 1.951 -2.785 -1.317
H -2.896 -3.098 0.630
H -4.186 -2.888 -0.264
O -3.851 -3.216 0.557
H 0.321 0.896 1.007
H 0.166 -0.747 1.183
O 0.212 0.112 1.609
H -1.655 0.467 1.853
H -2.239 1.509 2.917
O -2.379 0.660 2.464
H -1.145 3.423 3.180
H 0.088 4.006 3.181
O -0.731 4.132 2.655
H 2.904 -0.046 3.280
H 2.055 -0.906 2.316
O 2.241 -0.737 3.251
H -4.082 0.803 0.015
H -3.900 2.298 -0.388
O -3.755 1.396 -0.647
*
```